# 1
C34H92N4O10 | ωB97M-V with the def2-TZVPD basis set

```
140
C34H92N4O10, DFT ωB97M-V with the def2-TZVPD basis set
C -5.23 -5.20 -5.50
O -4.25 -4.71 -4.58
C -4.36 -3.22 -4.42
C -3.40 -2.73 -3.34
C -1.95 -2.91 -3.76
N -3.67 -3.29 -2.02
H -5.00 -4.82 -6.48
H -6.22 -4.85 -5.16
H -5.15 -6.30 -5.51
H -4.17 -2.72 -5.35
H -5.39 -2.99 -4.16
H -3.60 -1.64 -3.33
H -1.25 -2.71 -2.94
H -1.69 -2.22 -4.55
H -1.76 -3.91 -4.13
H -3.24 -4.21 -1.90
H -4.66 -3.35 -1.80
C 0.91 0.81 4.03
O 2.12 1.45 3.72
C 1.92 2.84 3.49
C 3.20 3.55 3.62
C 3.57 3.63 5.07
N 3.06 4.89 3.02
H 0.21 0.74 3.21
H 0.32 1.32 4.77
H 1.12 -0.21 4.40
H 1.41 2.95 2.54
H 1.20 3.20 4.26
H 3.94 3.03 3.04
H 2.87 4.27 5.61
H 4.52 4.13 5.19
H 3.60 2.62 5.48
H 3.39 4.91 2.05
H 3.53 5.66 3.49
C -2.37 1.65 -3.47
O -1.24 2.31 -2.91
C -0.63 3.16 -3.84
C 0.54 3.85 -3.22
C -0.08 4.70 -2.06
N 1.38 4.60 -4.14
H -2.52 0.80 -2.79
H -2.21 1.23 -4.45
H -3.20 2.36 -3.44
H -0.37 2.52 -4.69
H -1.30 3.93 -4.29
H 1.13 3.09 -2.72
H -0.88 5.39 -2.42
H 0.68 5.30 -1.55
H -0.61 4.13 -1.35
H 0.92 5.46 -4.47
H 1.64 4.05 -4.96
C 3.62 -1.98 4.09
O 3.54 -2.71 2.90
C 2.21 -2.74 2.39
C 2.25 -3.46 1.05
C 3.15 -2.82 0.06
N 0.83 -3.61 0.50
H 4.67 -1.97 4.38
H 2.93 -2.43 4.80
H 3.24 -0.96 4.01
H 1.50 -3.31 2.98
H 1.88 -1.70 2.31
H 2.59 -4.48 1.25
H 3.05 -1.75 -0.01
H 2.93 -3.16 -0.96
H 4.22 -2.95 0.29
H 0.37 -2.69 0.49
H 0.35 -4.16 1.22
C -5.34 -1.37 0.61
C -4.47 -0.65 -0.43
C -4.52 0.81 -0.20
O -3.13 -1.08 -0.40
H -5.00 -1.12 1.63
H -5.41 -2.47 0.45
H -6.36 -1.00 0.62
H -4.84 -0.86 -1.46
H -4.21 0.94 0.87
H -5.52 1.24 -0.34
H -3.82 1.38 -0.81
H -3.16 -2.02 -0.69
C -2.83 0.69 4.03
C -3.51 2.05 4.06
C -2.55 3.16 3.73
O -4.56 2.14 3.10
H -2.04 0.60 4.79
H -2.36 0.54 3.05
H -3.57 -0.11 4.13
H -3.89 2.33 5.06
H -3.00 4.16 3.76
H -2.15 3.09 2.72
H -1.72 3.13 4.44
H -5.43 1.91 3.43
C 3.32 2.77 0.12
C 4.61 3.49 0.18
C 5.56 2.88 -0.84
O 4.37 4.85 -0.05
H 3.35 1.77 0.55
H 3.04 2.64 -0.93
H 2.48 3.30 0.55
H 5.05 3.31 1.16
H 5.72 1.86 -0.53
H 6.53 3.39 -0.88
H 5.03 2.83 -1.80
H 3.71 5.01 -0.73
C 5.31 -0.69 -4.80
C 5.49 -0.45 -3.30
C 4.18 -0.52 -2.56
O 6.39 -1.39 -2.77
H 4.43 -0.27 -5.26
H 5.22 -1.78 -5.02
H 6.22 -0.31 -5.30
H 5.94 0.53 -3.30
H 3.80 -1.53 -2.65
H 3.40 0.14 -2.96
H 4.35 -0.22 -1.52
H 6.52 -1.25 -1.83
C -2.02 -3.18 3.11
C -2.42 -4.62 2.89
C -2.71 -4.87 1.44
O -1.34 -5.42 3.34
H -1.61 -2.96 4.09
H -2.93 -2.58 2.94
H -1.39 -2.83 2.29
H -3.30 -4.86 3.48
H -2.77 -5.91 1.13
H -1.93 -4.52 0.77
H -3.62 -4.40 1.08
H -1.37 -6.31 2.92
C 0.00 -0.37 -1.32
C 0.08 0.22 0.07
C -0.43 1.71 0.04
O -0.69 -0.62 0.99
H -1.02 -0.64 -1.63
H 0.60 -1.29 -1.39
H 0.36 0.41 -2.03
H 1.12 0.14 0.41
H -1.46 1.69 -0.28
H 0.14 2.34 -0.67
H -0.44 2.17 1.02
H -1.55 -0.76 0.56
```

Output
LUMO energy = 0.015 Ha
Calculated total energy = -2321.9226 Eh
Frontier orbital gap = 0.343 Eh
HOMO level = -8.9 eV
SMILES string = COC[C@H](C)N.COC[C@H](C)N.COC[C@H](C)N.COC[C@H](C)N.CC(C)O.CC(C)O.CC(C)O.CC(C)O.CC(C)O.CC(C)O

# 2
C29H41FeN5PS | ωB97M-V with the def2-TZVPD basis set

```
78
C29H41FeN5PS, DFT ωB97M-V with the def2-TZVPD basis set
Fe 0.57 -0.52 -0.71
C 3.53 -2.32 -0.37
C 2.86 -2.62 -1.72
N 2.19 -1.46 -2.30
C 3.04 -0.51 -3.02
C 3.86 0.42 -2.13
S 2.92 1.11 -0.71
C 3.89 0.51 0.73
C 3.27 -0.70 1.44
N 2.61 -1.62 0.52
H 4.41 -1.71 -0.53
H 3.88 -3.27 0.06
H 2.10 -3.38 -1.55
H 3.62 -3.04 -2.40
H 1.52 -1.82 -2.99
H 2.38 0.10 -3.64
H 3.74 -1.04 -3.69
H 4.18 1.27 -2.73
H 4.75 -0.07 -1.74
H 3.94 1.35 1.41
H 4.89 0.30 0.36
H 2.52 -0.35 2.15
H 4.07 -1.19 2.02
H 2.09 -2.30 1.06
C -2.35 6.53 0.82
C -1.96 6.31 -0.49
C -1.20 5.20 -0.81
C -0.82 4.30 0.18
C -1.17 4.56 1.50
C -1.94 5.66 1.81
P 0.05 2.79 -0.39
C 0.81 2.39 1.23
C 0.36 1.40 2.10
C 0.95 1.25 3.34
C 1.98 2.09 3.73
C 2.44 3.06 2.86
C 1.87 3.21 1.62
C -1.38 1.61 -0.46
C -2.58 1.83 0.22
C -3.67 1.03 -0.06
C -3.59 0.06 -1.05
C -2.38 -0.18 -1.68
C -1.24 0.55 -1.35
H -2.97 7.38 1.06
H -2.24 7.01 -1.27
H -0.89 5.02 -1.83
H -0.84 3.90 2.29
H -2.22 5.85 2.84
H -0.49 0.79 1.82
H 0.58 0.50 4.02
H 2.42 1.99 4.71
H 3.25 3.71 3.16
H 2.22 3.98 0.94
H -2.66 2.63 0.95
H -4.59 1.17 0.50
H -4.47 -0.50 -1.33
H -2.34 -0.92 -2.47
C -3.33 -2.78 1.05
N -1.94 -3.02 0.70
C -1.01 -2.32 1.55
C -1.58 -3.18 -0.61
N -0.52 -2.58 -1.06
N -2.36 -4.02 -1.35
C -2.28 -4.04 -2.79
C -2.95 -5.21 -0.78
H -3.50 -1.71 1.21
H -3.59 -3.32 1.96
H -4.00 -3.10 0.25
H -1.36 -2.37 2.57
H -0.88 -1.27 1.23
H -0.04 -2.82 1.48
H -0.28 -2.89 -1.99
H -1.52 -4.73 -3.16
H -2.07 -3.04 -3.17
H -3.25 -4.35 -3.18
H -2.81 -5.23 0.30
H -2.47 -6.10 -1.21
H -4.02 -5.26 -1.01
```

Output
Charge = +1
LUMO energy (alpha / beta) = -0.074 / -0.084 Ha
2S+1 = 5
Calculated total energy = -3406.4414 Eh
Frontier orbital gap (alpha / beta) = 0.299 / 0.294 Eh
HOMO level (alpha / beta) = -10.2 / -10.3 eV

# 3
C22H36N2O6S2 | ωB97M-V with the def2-TZVPD basis set

```
68
C22H36N2O6S2, DFT ωB97M-V with the def2-TZVPD basis set
C -10.25 -1.81 -0.24
C -9.14 -1.54 0.76
O -8.22 -0.61 0.20
C -6.95 -0.66 0.62
O -6.54 -1.43 1.45
C -6.10 0.36 -0.11
C -5.28 1.18 0.89
C -4.34 2.13 0.15
N -3.48 1.39 -0.75
C -2.16 1.34 -0.51
O -1.66 1.92 0.45
C -1.29 0.52 -1.43
S -1.47 -1.25 -1.01
C -0.71 -1.23 0.65
C 0.81 -1.27 0.56
S 1.58 -0.41 1.97
C 1.42 1.32 1.38
C 2.29 1.51 0.16
O 1.79 1.50 -0.96
N 3.61 1.66 0.34
C 4.35 1.51 1.58
C 5.26 0.28 1.51
C 6.21 0.39 0.31
C 7.02 -0.88 0.18
O 6.56 -1.99 0.11
O 8.33 -0.60 0.15
C 9.23 -1.70 -0.01
C 9.40 -2.06 -1.48
C 5.38 0.59 -0.96
C 4.47 1.81 -0.81
C -4.21 0.63 -1.74
C -5.14 -0.37 -1.06
H -9.83 -2.24 -1.15
H -10.75 -0.88 -0.50
H -10.97 -2.50 0.18
H -9.55 -1.11 1.68
H -8.60 -2.46 1.02
H -6.76 1.02 -0.68
H -5.94 1.76 1.55
H -4.70 0.49 1.51
H -3.70 2.67 0.85
H -4.92 2.85 -0.43
H -1.55 0.62 -2.48
H -0.24 0.81 -1.29
H -1.10 -2.10 1.18
H -1.06 -0.33 1.14
H 1.19 -2.29 0.57
H 1.17 -0.77 -0.35
H 1.69 1.96 2.21
H 0.38 1.50 1.11
H 4.96 2.41 1.73
H 3.67 1.41 2.42
H 4.64 -0.61 1.40
H 5.82 0.20 2.44
H 6.89 1.23 0.45
H 10.17 -1.36 0.43
H 8.84 -2.56 0.55
H 8.46 -2.40 -1.89
H 9.74 -1.19 -2.04
H 10.14 -2.85 -1.58
H 4.77 -0.30 -1.13
H 6.04 0.72 -1.82
H 5.08 2.71 -0.69
H 3.83 1.92 -1.69
H -3.53 0.10 -2.40
H -4.80 1.34 -2.35
H -5.71 -0.91 -1.82
H -4.55 -1.08 -0.49
```

Output
LUMO energy = 0.028 Ha
Calculated total energy = -2217.3226 Eh
Frontier orbital gap = 0.339 Eh
HOMO level = -8.5 eV
SMILES string = CCOC(=O)C1CCN(C(=O)CSCCSCC(=O)N2CCC(C(=O)OCC)CC2)CC1